(1)
Density functional theory data (wB97M-V/def2-TZVPD) for a structure of composition C20H21InN3O2S5 in a non-equilibrium geometry.

Positions of all 52 atoms, in Å:
In (-13.448, 13.512, -0.271)
S (-11.597, 16.832, -2.929)
C (-12.147, 15.703, -1.853)
S (-13.120, 16.172, -0.480)
S (-12.026, 13.978, -2.211)
O (-14.808, 9.189, 1.111)
C (-13.601, 8.720, 1.524)
C (-13.616, 7.455, 2.090)
C (-12.447, 6.917, 2.635)
C (-11.210, 7.586, 2.444)
C (-11.224, 8.818, 1.860)
C (-12.369, 9.453, 1.413)
C (-12.321, 10.789, 0.863)
O (-13.342, 11.258, 0.165)
N (-11.225, 11.488, 1.080)
N (-11.359, 12.869, 0.784)
C (-10.253, 13.506, 1.051)
S (-8.830, 12.691, 1.361)
C (-7.771, 14.130, 1.291)
C (-8.457, 15.251, 0.485)
S (-10.221, 15.275, 0.950)
H (-14.653, 10.055, 0.686)
H (-14.597, 6.918, 2.223)
H (-12.498, 5.862, 2.982)
H (-10.295, 7.102, 2.711)
H (-10.285, 9.355, 1.719)
H (-6.884, 13.773, 0.838)
H (-7.598, 14.505, 2.338)
H (-8.358, 15.103, -0.583)
H (-8.033, 16.223, 0.666)
C (-16.963, 16.755, -0.612)
N (-17.482, 15.743, -1.521)
C (-17.520, 16.302, -2.898)
C (-16.538, 14.648, -1.444)
C (-16.639, 13.861, -0.119)
C (-17.853, 13.428, 0.349)
C (-18.000, 12.729, 1.530)
C (-16.894, 12.414, 2.252)
C (-15.632, 12.748, 1.731)
C (-15.468, 13.452, 0.527)
H (-17.608, 17.572, -0.561)
H (-15.955, 17.129, -0.930)
H (-16.865, 16.331, 0.324)
H (-18.238, 17.184, -2.848)
H (-17.962, 15.502, -3.500)
H (-16.535, 16.631, -3.261)
H (-15.473, 14.950, -1.462)
H (-16.764, 13.962, -2.231)
H (-18.718, 13.798, -0.182)
H (-19.026, 12.561, 1.830)
H (-16.922, 11.889, 3.133)
H (-14.754, 12.285, 2.246)

Energy above the lowest of the compared OMol25 structures with the same formula, charge and spin   59.3 kJ/mol
Maximum force   3.51 eV/A
Orbital gap   6.787 eV
Highest occupied orbital energy   -4.5 eV
Total charge   -1
E_LUMO   2.263 eV

(2)
Density functional theory data (wB97M-V/def2-TZVPD) for the ion C20H21N2 with charge +1 in a non-equilibrium geometry.

Positions of all 43 atoms, in Å:
C (-1.825, -0.998, 1.623)
C (-3.214, -0.621, 2.188)
C (-2.980, 0.730, 2.809)
C (-1.733, 1.208, 2.585)
C (-0.970, 0.288, 1.644)
C (0.521, 0.123, 1.974)
C (1.274, 1.283, 2.122)
C (2.623, 1.219, 2.509)
C (3.233, -0.025, 2.710)
C (2.487, -1.193, 2.546)
C (1.141, -1.124, 2.135)
H (-1.380, -1.728, 2.308)
H (-1.888, -1.438, 0.621)
H (-3.957, -0.578, 1.376)
H (-3.570, -1.389, 2.903)
H (-3.779, 1.238, 3.348)
H (-1.257, 2.136, 2.916)
H (0.818, 2.265, 1.961)
H (3.190, 2.135, 2.658)
H (4.283, -0.087, 3.008)
H (2.929, -2.175, 2.729)
H (0.588, -2.051, 1.946)
C (1.428, -2.342, -2.759)
C (0.701, -1.070, -2.431)
C (0.204, -0.877, -1.126)
C (-0.455, 0.316, -0.839)
C (-0.630, 1.267, -1.821)
C (-0.135, 1.119, -3.101)
C (0.524, -0.074, -3.415)
C (1.018, -0.228, -4.829)
N (-1.308, 2.335, -1.259)
C (-1.542, 2.069, 0.033)
N (-1.033, 0.878, 0.332)
H (1.786, -2.321, -3.794)
H (2.300, -2.495, -2.105)
H (0.783, -3.226, -2.642)
H (0.328, -1.638, -0.345)
H (-0.266, 1.916, -3.825)
H (0.774, 0.694, -5.373)
H (2.107, -0.372, -4.901)
H (0.543, -1.057, -5.377)
H (-1.595, 3.164, -1.749)
H (-2.068, 2.722, 0.709)

Energy above the lowest of the compared OMol25 structures with the same formula, charge and spin   0.0 kJ/mol
Maximum force   1.85 eV/A
Orbital gap   9.165 eV
Highest occupied orbital energy   -12.2 eV
Total charge   +1
SMILES   Cc1cc2[nH]c[n+]([C@@]3(c4ccccc4)C=CCC3)c2cc1C
E_LUMO   -3.025 eV

(3)
Density functional theory data (wB97M-V/def2-TZVPD) for an isolated molecule of C20H21N3O4.

Positions of all 48 atoms, in Å:
O (-1.953, -0.977, -1.665)
C (-1.958, -1.761, -0.742)
N (-0.866, -2.119, -0.016)
C (0.437, -1.602, -0.077)
C (0.790, -0.527, -0.887)
C (2.079, -0.040, -0.867)
C (3.068, -0.605, -0.055)
C (2.700, -1.685, 0.752)
C (1.407, -2.167, 0.743)
H (1.151, -3.005, 1.379)
H (3.424, -2.169, 1.387)
N (4.340, -0.044, -0.023)
C (5.284, -0.447, 0.998)
H (4.765, -0.570, 1.949)
C (6.331, 0.662, 1.158)
O (6.992, 0.941, -0.052)
C (6.066, 1.329, -1.040)
C (5.024, 0.234, -1.272)
H (4.314, 0.553, -2.032)
H (5.540, -0.672, -1.632)
H (6.643, 1.513, -1.947)
H (5.558, 2.256, -0.733)
H (7.104, 0.359, 1.866)
H (5.832, 1.571, 1.528)
H (5.793, -1.389, 0.734)
H (2.314, 0.814, -1.483)
H (0.050, -0.070, -1.520)
H (-0.991, -2.841, 0.681)
C (-3.244, -2.399, -0.227)
H (-3.089, -3.436, 0.072)
C (-3.767, -1.586, 0.971)
N (-3.923, -0.200, 0.621)
C (-5.034, 0.274, -0.051)
O (-6.052, -0.328, -0.245)
O (-4.798, 1.555, -0.428)
C (-3.528, 1.880, -0.038)
C (-2.843, 3.058, -0.228)
C (-1.548, 3.117, 0.271)
C (-0.981, 2.042, 0.941)
C (-1.676, 0.859, 1.137)
C (-2.956, 0.786, 0.623)
H (-1.224, 0.034, 1.663)
H (0.029, 2.121, 1.314)
H (-0.973, 4.019, 0.135)
H (-3.294, 3.888, -0.745)
H (-4.751, -1.962, 1.265)
H (-3.082, -1.651, 1.821)
H (-3.987, -2.360, -1.024)

Energy above the lowest of the compared OMol25 structures with the same formula, charge and spin   118.6 kJ/mol
Maximum force   0.99 eV/A
Orbital gap   8.195 eV
Highest occupied orbital energy   -7.7 eV
SMILES   O=C(CCn1c(=O)oc2ccccc21)Nc1ccc(N2CCOCC2)cc1
E_LUMO   0.452 eV